Entry 1:
The following is a DFT calculation (the ωB97M-V functional and the def2-TZVPD basis) of a cluster of 6 separate species, C33H61N2O13P in total.

- HOMO level: -9.29 eV
- SMILES: C=CC[C@](C#N)(CC#N)CCP(=O)(OCC)OCC.CCOC(C)=O.CCOC(C)=O.CCOC(C)=O.CCOC(C)=O.CCOC(C)=O
- LUMO level: 0.485 eV
- Max |F|: 1.4 eV/Å
- Charge: 0
- Calculated total energy: -74097.3166 eV

Last columns: bonded neighbours and bond lengths (Å).
Positions of all 110 atoms, in Å:
1 C 5.0330 -0.6502 -1.0045  C2 1.334, H20 1.083, H21 1.087
2 C 4.3511 0.2482 -1.7163  C1 1.334, C3 1.520, H22 1.086
3 C 3.8840 -0.0878 -3.1235  C2 1.520, C4 1.556, H23 1.095, H24 1.088
4 C 2.4172 0.3507 -3.4019  C3 1.556, C5 1.485, C7 1.544, C10 1.543
5 C 1.8789 -0.5828 -4.4240  C4 1.485, N6 1.150
6 N 1.4273 -1.1690 -5.3037  C5 1.150
7 C 2.3637 1.7858 -3.9680  C4 1.544, C8 1.476, H25 1.093, H26 1.090
8 C 3.1250 1.9516 -5.2211  C7 1.476, N9 1.149
9 N 3.8578 2.1658 -6.0799  C8 1.149
10 C 1.5778 0.3349 -2.1076  C4 1.543, C11 1.553, H27 1.091, H28 1.090
11 C 0.0460 0.3797 -2.3570  C10 1.553, P12 1.824, H29 1.092, H30 1.091
12 P -0.7852 -1.1573 -1.8355  C11 1.824, O13 1.474, O14 1.627, O17 1.609
13 O 0.1270 -2.1670 -1.2681  P12 1.474
14 O -1.5217 -1.7128 -3.1755  P12 1.627, C15 1.439
15 C -0.9549 -2.9132 -3.7300  O14 1.439, C16 1.544, H31 1.086, H32 1.089
16 C -1.6997 -3.2150 -5.0479  C15 1.544, H33 1.089, H34 1.088, H35 1.091
17 O -2.0119 -0.8434 -0.8424  P12 1.609, C18 1.445
18 C -1.8788 0.3322 -0.0132  O17 1.445, C19 1.537, H36 1.091, H37 1.091
19 C -2.7225 1.4769 -0.5962  C18 1.537, H38 1.094, H39 1.085, H40 1.085
20 H 5.0647 -0.6470 0.0782  C1 1.083
21 H 5.5719 -1.4245 -1.5443  C1 1.087
22 H 4.1719 1.2198 -1.2660  C2 1.086
23 H 4.5796 0.3311 -3.8578  C3 1.095
24 H 3.9241 -1.1705 -3.2269  C3 1.088
25 H 1.3220 2.0637 -4.1501  C7 1.093
26 H 2.7221 2.4861 -3.2130  C7 1.090
27 H 1.8613 1.2284 -1.5503  C10 1.091
28 H 1.8390 -0.5082 -1.4688  C10 1.090
29 H -0.1938 0.5573 -3.4077  C11 1.092
30 H -0.3290 1.2589 -1.8320  C11 1.091
31 H 0.1102 -2.8173 -3.9194  C15 1.086
32 H -1.1064 -3.7562 -3.0580  C15 1.089
33 H -2.0297 -4.2532 -5.0655  C16 1.089
34 H -1.0794 -2.9830 -5.9107  C16 1.088
35 H -2.6022 -2.6024 -5.0700  C16 1.091
36 H -0.8412 0.6052 0.1838  C18 1.091
37 H -2.2999 0.0559 0.9543  C18 1.091
38 H -2.8032 1.3013 -1.6735  C19 1.094
39 H -2.3322 2.4665 -0.3832  C19 1.085
40 H -3.7325 1.3595 -0.2165  C19 1.085
41 O -3.8096 2.6593 1.8916  C42 1.200
42 C -4.5120 3.6270 1.7937  O41 1.200, O43 1.346, C46 1.510
43 O -5.2635 3.7678 0.6854  C42 1.346, C44 1.430
44 C -6.2683 4.7741 0.5391  O43 1.430, C45 1.514, H47 1.091, H48 1.089
45 C -5.6862 6.0738 0.0240  C44 1.514, H49 1.090, H50 1.090, H51 1.090
46 C -4.5078 4.7226 2.8324  C42 1.510, H52 1.089, H53 1.087, H54 1.088
47 H -6.8226 4.9074 1.4692  C44 1.091
48 H -6.9717 4.3715 -0.1884  C44 1.089
49 H -4.9672 6.4968 0.7257  C45 1.090
50 H -6.4774 6.8056 -0.1421  C45 1.090
51 H -5.1606 5.9033 -0.9157  C45 1.090
52 H -3.7088 5.4249 2.5981  C46 1.089
53 H -4.3069 4.2693 3.7998  C46 1.087
54 H -5.4500 5.2597 2.9150  C46 1.088
55 O -6.8175 -0.0294 4.0676  C56 1.200
56 C -6.7752 -0.3512 2.9119  O55 1.200, O57 1.348, C60 1.510
57 O -7.3073 -1.5336 2.5444  C56 1.348, C58 1.429
58 C -7.4775 -1.9209 1.1792  O57 1.429, C59 1.515, H61 1.091, H62 1.089
59 C -6.2294 -2.5703 0.6172  C58 1.515, H63 1.090, H64 1.090, H65 1.090
60 C -6.0682 0.4901 1.8768  C56 1.510, H66 1.088, H67 1.083, H68 1.088
61 H -7.8098 -1.0752 0.5753  C58 1.091
62 H -8.2960 -2.6395 1.1868  C58 1.089
63 H -5.3861 -1.8793 0.6056  C59 1.090
64 H -6.4044 -2.9143 -0.4026  C59 1.090
65 H -5.9413 -3.4237 1.2309  C59 1.090
66 H -5.0122 0.2271 1.8606  C60 1.088
67 H -6.1631 1.5303 2.1639  C60 1.083
68 H -6.4821 0.3963 0.8748  C60 1.088
69 O 2.5586 0.2467 2.4803  C70 1.201
70 C 3.0282 -0.4614 3.3295  O69 1.201, O71 1.344, C74 1.510
71 O 4.3626 -0.6057 3.3999  C70 1.344, C72 1.434
72 C 5.0305 -1.2614 4.4857  O71 1.434, C73 1.514, H75 1.091, H76 1.089
73 C 5.1184 -2.7581 4.2755  C72 1.514, H77 1.092, H78 1.086, H79 1.087
74 C 2.1494 -1.2648 4.2589  C70 1.510, H80 1.089, H81 1.087, H82 1.087
75 H 4.5632 -1.0017 5.4373  C72 1.091
76 H 6.0320 -0.8340 4.5040  C72 1.089
77 H 4.1269 -3.2133 4.2406  C73 1.092
78 H 5.6833 -3.2263 5.0766  C73 1.086
79 H 5.6103 -2.9789 3.3322  C73 1.087
80 H 1.8952 -2.2064 3.7744  C74 1.089
81 H 1.2367 -0.7003 4.4331  C74 1.087
82 H 2.5972 -1.4650 5.2295  C74 1.087
83 O -1.9027 4.6746 -2.2499  C84 1.200
84 C -1.3437 5.2479 -3.1437  O83 1.200, O85 1.347, C88 1.510
85 O -0.0569 4.9482 -3.4049  C84 1.347, C86 1.432
86 C 0.6490 5.4186 -4.5589  O85 1.432, C87 1.514, H89 1.091, H90 1.090
87 C 1.2691 6.7799 -4.3252  C86 1.514, H91 1.090, H92 1.090, H93 1.090
88 C -2.0174 6.3502 -3.9262  C84 1.510, H94 1.089, H95 1.087, H96 1.088
89 H 0.0107 5.4011 -5.4431  C86 1.091
90 H 1.4356 4.6842 -4.7297  C86 1.090
91 H 0.5095 7.5400 -4.1409  C87 1.090
92 H 1.8578 7.0835 -5.1909  C87 1.090
93 H 1.9190 6.7521 -3.4506  C87 1.090
94 H -1.8791 7.2920 -3.3968  C88 1.089
95 H -3.0801 6.1275 -3.9773  C88 1.087
96 H -1.6579 6.4531 -4.9474  C88 1.088
97 O 7.0398 -5.0143 3.8610  C98 1.200
98 C 6.6765 -6.1495 4.0016  O97 1.200, O99 1.346, C102 1.511
99 O 5.5731 -6.3904 4.7345  C98 1.346, C100 1.430
100 C 4.9410 -7.6713 4.8054  O99 1.430, C101 1.514, H103 1.091, H104 1.089
101 C 5.5562 -8.5437 5.8797  C100 1.514, H105 1.090, H106 1.090, H107 1.090
102 C 7.4684 -7.3123 3.4516  C98 1.511, H108 1.089, H109 1.087, H110 1.087
103 H 4.9393 -8.1565 3.8286  C100 1.091
104 H 3.9010 -7.4627 5.0513  C100 1.089
105 H 6.6033 -8.7620 5.6686  C101 1.090
106 H 5.0170 -9.4879 5.9584  C101 1.090
107 H 5.5179 -8.0363 6.8436  C101 1.090
108 H 8.2312 -7.5918 4.1772  C102 1.089
109 H 7.9561 -6.9864 2.5365  C102 1.087
110 H 6.8660 -8.1837 3.2058  C102 1.087

Mulliken population analysis, charges in e, atoms 1 to 5: atom 1 (C): -0.780, atom 2 (C): -0.169, atom 3 (C): -1.082, atom 4 (C): 2.404, atom 5 (C): -0.425


Entry 2:
The following is a DFT calculation (the ωB97M-V functional and the def2-TZVPD basis) of a cluster of 9 separate species, C33H62O12S in total.

- HOMO level: -9.10 eV
- SMILES: CCC[C@H]1OC(=O)O[C@]1(S)C[C@@H]1CO1.CC(C)=O.CC(C)=O.CC(C)=O.CC(C)=O.CC(C)=O.CC(C)=O.CC(C)=O.CC(C)=O
- LUMO level: 0.490 eV
- Max |F|: 2.2 eV/Å
- Charge: 0
- Calculated total energy: -70629.8171 eV

Last columns: bonded neighbours and bond lengths (Å).
Positions of all 108 atoms, in Å:
1 C 3.9211 0.5975 1.3475  C2 1.539, H15 1.087, H16 1.087, H17 1.081
2 C 3.6318 2.1092 1.3533  C1 1.539, C3 1.530, H18 1.086, H19 1.088
3 C 2.2223 2.4085 0.8386  C2 1.530, C4 1.499, H20 1.089, H21 1.088
4 C 1.1633 2.1279 1.8611  C3 1.499, O5 1.443, C9 1.511, H22 1.094
5 O 1.3208 2.8620 3.0936  C4 1.443, C6 1.360
6 C 0.1631 2.6110 3.7614  O5 1.360, O7 1.180, O8 1.371
7 O 0.0391 2.4503 4.9241  C6 1.180
8 O -0.8481 2.5969 2.8360  C6 1.371, C9 1.425
9 C -0.2666 2.4946 1.5390  C4 1.511, O8 1.425, S10 1.862, C11 1.536
10 S -0.3679 4.2231 0.8527  C9 1.862, H23 1.334
11 C -0.9742 1.5307 0.5747  C9 1.536, C12 1.542, H24 1.082, H25 1.087
12 C -1.9957 0.5891 1.2437  C11 1.542, C13 1.470, O14 1.391, H26 1.089
13 C -1.4786 -0.3357 2.2633  C12 1.470, O14 1.493, H27 1.078, H28 1.077
14 O -1.8444 -0.7432 0.8741  C12 1.391, C13 1.493
15 H 3.2684 0.1004 0.6343  C1 1.087
16 H 3.7901 0.1548 2.3318  C1 1.087
17 H 4.9323 0.4059 1.0158  C1 1.081
18 H 3.7929 2.5381 2.3378  C2 1.086
19 H 4.3183 2.5925 0.6611  C2 1.088
20 H 2.0408 1.7513 -0.0108  C3 1.089
21 H 2.1169 3.4306 0.4817  C3 1.088
22 H 1.1966 1.0803 2.1750  C4 1.094
23 H -1.6193 4.1322 0.4006  S10 1.334
24 H -1.5579 2.0750 -0.1565  C11 1.082
25 H -0.2686 0.8412 0.1194  C11 1.087
26 H -2.9909 1.0006 1.4044  C12 1.089
27 H -0.4140 -0.2793 2.4255  C13 1.078
28 H -2.1148 -1.0176 2.8025  C13 1.077
29 C -2.4597 4.5464 4.5991  C30 1.508, H33 1.085, H34 1.089, H35 1.091
30 C -3.3065 5.6457 4.0092  C29 1.508, O31 1.213, C32 1.504
31 O -4.1172 5.4208 3.1355  C30 1.213
32 C -3.1008 7.0294 4.5618  C30 1.504, H36 1.092, H37 1.094, H38 1.088
33 H -2.6987 3.6025 4.1212  C29 1.085
34 H -1.4064 4.7718 4.4354  C29 1.089
35 H -2.6495 4.4621 5.6703  C29 1.091
36 H -2.0676 7.3470 4.4068  C32 1.092
37 H -3.3318 7.0328 5.6312  C32 1.094
38 H -3.7680 7.7240 4.0548  C32 1.088
39 C 7.5125 -1.2509 -1.7977  C40 1.507, H43 1.086, H44 1.089, H45 1.091
40 C 6.0082 -1.1979 -1.7178  C39 1.507, O41 1.211, C42 1.509
41 O 5.4238 -1.1119 -0.6603  C40 1.211
42 C 5.2396 -1.2579 -3.0149  C40 1.509, H46 1.090, H47 1.092, H48 1.085
43 H 7.9361 -1.1989 -0.7990  C39 1.086
44 H 7.8347 -2.1786 -2.2686  C39 1.089
45 H 7.8870 -0.4129 -2.3875  C39 1.091
46 H 5.4494 -2.1910 -3.5387  C42 1.090
47 H 5.5231 -0.4192 -3.6543  C42 1.092
48 H 4.1763 -1.2094 -2.8050  C42 1.085
49 C 0.4076 -3.1825 -1.8787  C50 1.510, H53 1.087, H54 1.092, H55 1.091
50 C 1.2991 -2.8417 -3.0494  C49 1.510, O51 1.210, C52 1.509
51 O 2.4929 -3.0328 -3.0111  C50 1.210
52 C 0.6292 -2.2490 -4.2651  C50 1.509, H56 1.091, H57 1.091, H58 1.087
53 H 1.0082 -3.5974 -1.0729  C49 1.087
54 H -0.1032 -2.2865 -1.5203  C49 1.092
55 H -0.3440 -3.9137 -2.1809  C49 1.091
56 H 0.1309 -1.3150 -4.0009  C52 1.091
57 H -0.1102 -2.9466 -4.6620  C52 1.091
58 H 1.3736 -2.0467 -5.0312  C52 1.087
59 C -6.7296 8.2705 8.3005  C60 1.509, H63 1.087, H64 1.091, H65 1.091
60 C -6.0023 7.6228 7.1477  C59 1.509, O61 1.209, C62 1.510
61 O -4.8016 7.4821 7.1554  C60 1.209
62 C -6.8425 7.1581 5.9825  C60 1.510, H66 1.091, H67 1.091, H68 1.088
63 H -6.0147 8.5570 9.0676  C59 1.087
64 H -7.2620 9.1580 7.9553  C59 1.091
65 H -7.4523 7.5722 8.7249  C59 1.091
66 H -7.3792 8.0036 5.5494  C62 1.091
67 H -7.5701 6.4180 6.3192  C62 1.091
68 H -6.2062 6.7118 5.2211  C62 1.088
69 C 0.0510 -4.0842 -7.7182  C70 1.511, H73 1.087, H74 1.091, H75 1.091
70 C 1.0738 -3.0257 -8.0576  C69 1.511, O71 1.208, C72 1.510
71 O 0.8660 -1.8551 -7.8456  C70 1.208
72 C 2.3690 -3.4987 -8.6731  C70 1.510, H76 1.091, H77 1.091, H78 1.087
73 H -0.8282 -3.6124 -7.2858  C69 1.087
74 H -0.2412 -4.6265 -8.6185  C69 1.091
75 H 0.4689 -4.7925 -7.0005  C69 1.091
76 H 2.1711 -4.0166 -9.6128  C72 1.091
77 H 2.8788 -4.1835 -7.9936  C72 1.091
78 H 3.0110 -2.6429 -8.8655  C72 1.087
79 C -5.5860 -0.9078 -1.9734  C80 1.510, H83 1.088, H84 1.092, H85 1.091
80 C -4.4427 -1.5838 -2.6923  C79 1.510, O81 1.209, C82 1.508
81 O -4.5738 -2.0322 -3.8072  C80 1.209
82 C -3.1380 -1.6745 -1.9424  C80 1.508, H86 1.091, H87 1.091, H88 1.088
83 H -6.4670 -0.9093 -2.6112  C79 1.088
84 H -5.8088 -1.4447 -1.0491  C79 1.092
85 H -5.3268 0.1234 -1.7288  C79 1.091
86 H -3.2738 -2.2329 -1.0153  C82 1.091
87 H -2.7753 -0.6760 -1.6956  C82 1.091
88 H -2.4003 -2.1803 -2.5621  C82 1.088
89 C -6.8466 -4.6170 -1.2498  C90 1.510, H93 1.088, H94 1.091, H95 1.091
90 C -6.7025 -4.8056 0.2412  C89 1.510, O91 1.208, C92 1.510
91 O -5.7070 -4.4535 0.8282  C90 1.208
92 C -7.8618 -5.4514 0.9622  C90 1.510, H96 1.091, H97 1.091, H98 1.087
93 H -5.9470 -4.1456 -1.6386  C89 1.088
94 H -6.9840 -5.5809 -1.7415  C89 1.091
95 H -7.7071 -3.9809 -1.4631  C89 1.091
96 H -8.0429 -6.4496 0.5610  C92 1.091
97 H -8.7645 -4.8529 0.8307  C92 1.091
98 H -7.6334 -5.5274 2.0223  C92 1.087
99 C 9.6487 -4.4117 -0.1533  C100 1.511, H103 1.087, H104 1.091, H105 1.091
100 C 10.6717 -3.4374 -0.6887  C99 1.511, O101 1.208, C102 1.510
101 O 10.3510 -2.4926 -1.3696  C100 1.208
102 C 12.1142 -3.7019 -0.3289  C100 1.510, H106 1.091, H107 1.091, H108 1.087
103 H 8.6544 -4.1138 -0.4771  C99 1.087
104 H 9.8603 -5.4167 -0.5216  C99 1.091
105 H 9.6798 -4.4252 0.9370  C99 1.091
106 H 12.4201 -4.6797 -0.7039  C102 1.091
107 H 12.2383 -3.6887 0.7549  C102 1.091
108 H 12.7452 -2.9351 -0.7711  C102 1.087

Mulliken population analysis, charges in e, atoms 1 to 5: atom 1 (C): -1.112, atom 2 (C): -0.595, atom 3 (C): -0.876, atom 4 (C): -0.246, atom 5 (O): -0.409


- What is the charge in the second record?
  0


- Look up the max |F| of the second one.
  2.2 eV/Å